Here is a molecular structure, C28H44F6IN3O6S4 from the OMol25 dataset. Energies are from ωB97M-V/def2-TZVPD.

Orbital gap   3.9 eV
Electronic energy   -114229.3315 eV
Highest occupied orbital energy   -8.02 eV

Structure (XYZ):
```
92
Properties=species:S:1:pos:R:3:forces:R:3:lowdin_charge:R:1
C 7.54620 -1.31379 -0.26516 -0.651 -0.059 -0.073 -0.159
C 6.19916 -1.49049 0.70642 1.161 0.202 0.258 -0.263
C 5.38076 -2.88500 0.38996 0.430 0.208 0.013 -0.210
C 3.85885 -2.61918 -0.24666 0.839 -0.585 0.942 -0.211
C 2.67322 -3.40492 0.63312 0.052 0.982 -0.190 -0.209
C 1.22780 -3.46166 -0.20719 1.673 -0.144 -0.069 -0.195
C 1.03800 -1.97282 -0.86411 -0.500 0.060 1.202 -0.218
C -0.51793 -1.53384 -1.15674 0.287 -1.523 0.202 -0.199
N -0.50436 -0.64135 -2.37678 0.849 1.841 0.931 -0.225
C -1.88447 -0.28819 -2.87482 -1.647 1.148 -1.329 -0.197
C -2.60202 0.97954 -2.12490 0.318 1.169 -0.210 -0.224
C -4.22056 1.00200 -2.38763 0.413 -0.171 0.328 -0.214
C -4.99263 2.34173 -1.82108 -0.512 -0.258 -0.385 -0.223
C -5.00196 2.48047 -0.18433 -0.577 -0.117 -0.090 -0.214
C -6.35362 1.83319 0.51882 0.425 -0.019 1.283 -0.213
C -6.22832 2.11145 2.16328 -0.131 0.189 -0.458 -0.260
C -4.97931 1.28539 2.84974 -0.075 0.102 -0.190 -0.147
C 0.40432 0.55647 -2.22774 -0.780 0.575 1.113 -0.903
S 0.59008 1.49577 -0.79675 -0.219 -1.816 -2.474 0.611
S 1.45797 1.02817 -3.74036 -1.450 -0.389 0.466 0.778
C 1.63468 2.88658 -3.88799 0.084 0.807 0.262 -0.463
C 2.78707 3.53624 -2.87273 -0.212 0.528 -0.370 -0.239
C 3.87024 2.43665 -2.32081 0.929 -0.630 -0.152 -0.199
C 5.16215 3.07119 -1.52904 1.374 1.096 2.391 -0.047
C 5.01396 3.39499 0.08223 3.939 0.820 -1.836 0.079
C 6.31300 3.98679 0.92015 0.184 -1.026 -3.819 0.018
C 6.28677 4.30232 2.55486 0.093 4.674 3.663 -0.384
O 6.36647 5.52149 3.09461 -0.329 -8.158 -4.351 0.036
O 6.21757 3.14708 3.48511 -0.320 2.628 -2.988 -0.648
I 4.33504 2.38760 3.55741 0.541 0.150 0.000 1.021
C 7.71335 4.22661 0.05459 -3.275 -1.732 -2.751 0.069
C 7.72199 3.85913 -1.56816 -2.421 0.053 3.744 0.043
N 6.47393 3.31569 -2.24335 -0.152 0.845 4.053 0.058
H 8.29895 -0.53750 0.20688 -1.381 -1.789 -0.895 0.068
H 7.26808 -0.89817 -1.34315 0.412 -0.961 2.231 0.069
H 8.00676 -2.39027 -0.41035 -0.590 2.391 0.362 0.075
H 5.56299 -0.51434 0.59740 0.877 -1.927 0.185 0.079
H 6.59465 -1.50405 1.83085 -0.877 -0.001 -2.425 0.109
H 6.06674 -3.50066 -0.36090 -1.650 1.217 1.489 0.106
H 5.35237 -3.51670 1.38402 -0.196 1.275 -1.988 0.110
H 3.68291 -1.45947 -0.14123 0.208 -2.369 -0.642 0.087
H 3.92124 -2.99051 -1.35829 -0.502 0.939 2.077 0.114
H 3.04925 -4.46735 0.95363 -0.799 2.031 -0.653 0.109
H 2.52927 -2.72428 1.60367 0.231 -1.655 -1.954 0.123
H 0.36851 -3.80824 0.50731 1.569 0.803 -1.460 0.122
H 1.41637 -4.28063 -1.05547 -0.769 1.811 1.754 0.123
H 1.67038 -1.93197 -1.85535 -1.337 0.151 1.978 0.120
H 1.45078 -1.19804 -0.05677 -0.697 -1.635 -1.945 0.090
H -1.12216 -2.51939 -1.44729 1.240 2.241 0.383 0.149
H -1.08305 -1.08330 -0.22643 1.342 -0.703 -1.741 0.138
H -2.66275 -1.18253 -2.84141 2.193 1.461 0.187 0.146
H -1.78710 0.00571 -4.01814 -0.175 -0.633 2.288 0.131
H -2.30320 1.06917 -0.97468 -0.828 -0.494 -2.470 0.094
H -2.15185 1.96480 -2.62635 -0.897 -1.946 1.086 0.110
H -4.66252 0.04916 -1.83137 0.728 1.948 -1.378 0.130
H -4.36945 0.93205 -3.56681 0.119 -0.016 2.546 0.122
H -6.12412 2.24727 -2.17603 2.357 0.217 0.727 0.113
H -4.57868 3.32475 -2.34876 -0.645 -2.126 1.183 0.109
H -4.05456 1.93872 0.29556 -2.011 1.379 -1.047 0.105
H -5.00977 3.63746 0.07437 0.223 -2.434 -0.377 0.114
H -7.35993 2.31232 0.13293 2.153 -0.827 0.575 0.112
H -6.42394 0.66995 0.39879 0.239 2.158 -0.035 0.108
H -6.09378 3.27580 2.26759 -0.194 -2.202 0.021 0.093
H -7.22300 1.82376 2.71362 1.877 0.480 -1.234 0.105
H -4.64403 0.43388 2.09451 -0.684 1.631 1.824 0.073
H -4.05840 2.00259 3.05190 -1.877 -1.499 -0.443 0.070
H -5.31861 0.80439 3.88114 0.807 0.953 -2.366 0.089
H 1.93206 3.11234 -5.02079 -0.599 -0.847 2.504 0.103
H 0.57419 3.35312 -3.72265 2.167 -0.723 -0.092 0.095
H 2.22896 4.05628 -1.98165 1.284 -1.085 -1.671 0.110
H 3.35212 4.34717 -3.51698 -1.046 -1.507 1.477 0.117
H 3.36697 1.66785 -1.57643 0.914 1.719 -1.441 0.090
H 4.30071 1.77873 -3.21643 -0.897 1.500 1.851 0.127
H 3.97766 3.19082 0.58726 2.296 0.451 -1.114 0.078
H 8.72175 4.61159 0.51554 -2.382 -0.826 -0.911 0.123
H 8.72740 4.02690 -2.16196 -2.574 -0.547 1.043 0.138
H 6.52145 3.06401 -3.26328 -0.075 0.377 1.501 0.159
C -7.10727 -3.36083 0.70801 -1.669 -1.357 -1.740 -0.610
F -7.26353 -2.40309 -0.25164 0.461 -0.504 1.122 0.093
F -8.36716 -3.71510 1.10292 1.187 0.493 -0.076 0.097
F -6.59672 -4.45856 0.07257 -0.127 1.003 0.653 0.092
S -6.06737 -2.81665 2.10241 0.495 2.432 -0.368 0.589
O -6.78432 -1.66862 2.66438 0.660 -1.580 -0.595 -0.310
O -4.77703 -2.49146 1.48858 -1.321 -0.666 0.582 -0.323
N -6.12925 -4.16258 2.94113 0.463 0.881 0.038 -0.294
S -5.28661 -4.06346 4.28050 1.669 1.152 2.216 0.598
O -5.81603 -3.17383 5.31784 0.295 -1.164 -1.483 -0.303
O -3.82902 -4.02965 4.13278 -1.772 -0.251 -0.223 -0.310
C -5.63897 -5.74103 4.90216 -0.837 -2.578 0.550 -0.610
F -5.21691 -6.71612 4.04188 -0.155 1.032 0.557 0.092
F -6.97606 -5.96136 5.08346 1.114 0.523 -0.174 0.094
F -5.04271 -6.00620 6.10102 -0.358 0.750 -1.163 0.101
```
Forces are in eV/Å.



Here is 2 unconnected molecules or ions with the total composition C28H44NO8 from the OMol25 dataset. Energies are from ωB97M-V/def2-TZVPD.

Total charge   -1
Orbital gap   3.5 eV
Electronic energy   -47613.4764 eV
Highest occupied orbital energy   -2.31 eV

Structure (XYZ):
```
81
Properties=species:S:1:pos:R:3:forces:R:3:lowdin_charge:R:1
C 1.74910 -2.06153 0.09542 0.131 0.053 -0.354 0.250
C 2.19035 -0.95542 0.05081 -0.674 0.015 0.663 -0.117
N 2.45716 0.39721 0.26768 0.396 0.124 -0.553 -0.109
C 1.32917 1.22616 -0.38481 -0.992 0.307 0.102 -0.071
C 0.57830 0.59072 -1.53813 -0.153 1.137 -0.517 -0.156
C -0.26118 1.75170 -2.14673 -0.453 -0.883 -0.408 -0.163
C -1.69465 1.32554 -2.59720 0.062 1.039 0.813 -0.169
C -2.77530 2.17285 -1.84003 0.281 -1.111 -0.268 -0.182
C -3.58369 1.26424 -0.91167 -0.179 0.706 -0.476 -0.223
C -4.60965 0.42752 -1.65574 0.445 -0.550 0.467 -0.220
C -5.02943 -0.79592 -0.83710 -0.567 0.430 -0.430 -0.204
C -6.36749 -1.37845 -1.32012 0.527 -0.545 0.306 -0.231
C -7.31636 -1.78266 -0.20434 -0.462 0.585 0.103 -0.265
C -7.53479 -0.69272 0.86429 0.355 -0.644 -0.267 -0.100
C 2.57032 0.71245 1.75268 -0.255 -0.079 1.203 -0.067
C 2.91865 -0.44766 2.65188 0.519 0.245 0.130 -0.135
C 4.32328 -1.04741 2.43853 -0.209 -0.289 -0.015 -0.078
C 4.23478 -2.52247 2.15144 -0.265 -0.178 0.048 -0.519
O 3.66394 -3.26575 2.88532 0.168 -0.213 0.046 0.156
O 4.85007 -2.98654 1.00355 -0.018 0.056 0.041 0.055
C 3.79670 0.67658 -0.42610 0.229 0.075 -0.768 -0.141
O 3.60977 0.99846 -1.74976 -0.058 0.293 -0.077 -0.087
C 4.14986 0.04917 -2.66534 0.085 -0.338 0.122 -0.145
C 5.67047 0.17079 -2.74496 -0.028 0.235 -0.323 -0.189
O 6.32573 -0.98972 -3.17403 0.136 0.033 0.122 -0.121
C 6.16013 -2.10427 -2.31356 -0.207 -0.202 -0.157 -0.278
C 7.36794 -3.01266 -2.36491 -0.389 -0.236 0.162 -0.052
H 1.32120 -3.02540 0.04556 -0.080 -0.434 0.059 0.080
H 1.73325 2.18171 -0.68328 0.609 0.090 -0.045 0.139
H 0.58708 1.43593 0.38819 -0.053 -0.301 0.371 0.126
H 1.21966 0.20329 -2.32101 0.186 -0.403 0.056 0.104
H -0.13732 -0.13415 -1.19200 0.065 -0.518 0.291 0.110
H 0.25434 2.19836 -2.99235 0.310 0.048 -0.074 0.106
H -0.34400 2.51988 -1.39676 -0.250 0.359 0.309 0.096
H -1.89833 0.29292 -2.34247 0.215 -0.389 0.038 0.087
H -1.79786 1.39203 -3.67363 0.045 0.151 -0.281 0.093
H -3.43129 2.67080 -2.54916 -0.168 0.163 -0.087 0.101
H -2.29735 2.91039 -1.21527 0.115 0.375 0.128 0.084
H -4.07770 1.91940 -0.20380 -0.130 -0.085 0.386 0.109
H -2.90703 0.64406 -0.33316 0.216 -0.078 0.221 0.105
H -4.20349 0.07273 -2.60166 0.001 0.056 -0.386 0.104
H -5.48517 1.03238 -1.86565 -0.216 0.178 -0.183 0.106
H -4.27092 -1.56683 -0.90574 0.341 -0.089 0.152 0.108
H -5.08282 -0.47641 0.19751 -0.059 -0.092 0.290 0.104
H -6.84958 -0.69267 -2.00730 -0.216 0.303 -0.036 0.098
H -6.14680 -2.27481 -1.89526 -0.068 -0.147 -0.334 0.096
H -6.98160 -2.69278 0.27877 0.188 -0.251 0.078 0.097
H -8.28587 -2.00904 -0.64045 -0.148 -0.218 -0.197 0.089
H -8.58041 -0.63990 1.12500 -0.293 0.189 0.211 0.058
H -6.96451 -0.94349 1.74707 0.066 0.121 0.381 0.072
H -7.17904 0.27276 0.53392 -0.102 0.353 -0.142 0.070
H 1.63128 1.11410 2.12124 -0.473 -0.053 -0.459 0.141
H 3.31109 1.48669 1.91055 0.203 0.243 -0.549 0.136
H 2.89563 -0.02405 3.64677 -0.144 0.214 0.269 0.134
H 2.14495 -1.19654 2.66983 -0.220 -0.303 -0.155 0.121
H 4.91754 -0.52239 1.70162 0.067 0.073 -0.218 0.102
H 4.87348 -0.98707 3.36832 0.194 0.071 0.264 0.130
H 4.29478 -2.69819 0.26828 0.064 0.065 -0.223 0.067
H 4.37378 -0.23602 -0.35480 0.212 -0.207 0.329 0.111
H 4.31288 1.47884 0.08326 -0.263 0.310 0.318 0.151
H 3.81494 -0.94496 -2.37939 0.096 -0.256 0.111 0.114
H 3.73454 0.23979 -3.64241 -0.345 0.253 -0.166 0.136
H 6.08817 0.54956 -1.81137 0.001 -0.172 0.422 0.128
H 5.89036 0.93037 -3.48392 0.183 0.198 -0.187 0.130
H 5.28346 -2.66160 -2.63819 -0.236 -0.118 -0.084 0.115
H 5.96291 -1.79583 -1.28622 0.082 0.255 0.192 0.100
H 8.01914 -2.87432 -1.51460 0.394 0.269 0.025 0.074
H 7.89038 -2.89306 -3.30254 0.232 0.104 -0.175 0.079
H 7.01807 -4.03543 -2.30796 0.016 -0.332 -0.020 0.074
C -2.01841 0.66980 4.12142 0.462 -0.413 -0.029 -0.046
C -2.81194 1.15258 5.18528 -0.317 0.407 -0.055 -0.413
C -3.66904 2.41242 4.85852 -0.036 0.357 -0.588 -0.401
O -4.45481 2.86989 5.69017 0.041 -0.210 0.386 -0.026
C -3.50505 3.01653 3.57247 -0.216 0.259 0.168 -0.033
C -2.70070 2.53795 2.54861 0.458 -0.585 -0.290 -0.429
C -1.93808 1.22241 2.84821 0.126 -0.327 0.136 -0.411
O -1.25439 0.67108 1.93314 0.549 0.286 -0.492 -0.126
O -2.52262 3.02747 1.40712 -0.087 0.364 -0.061 -0.087
O -2.88236 0.66257 6.31240 0.098 -0.173 0.176 -0.024
H -1.41019 -0.22120 4.27685 -0.148 -0.023 0.153 0.083
H -4.07661 3.92728 3.42036 0.006 -0.001 -0.122 0.088
```
Forces are in eV/Å.



Q: Look up the electronic energy of the first one.
A: -114229.3315 eV



Q: The highest highest occupied orbital energy belongs to which entry?
A: C28H44NO8



Q: What is the electronic energy in the first record?
A: -114229.3315 eV



Q: Look up the electronic energy of the second one.
A: -47613.4764 eV